No. 1
{
  "formula": "C25H38ClFN5O5PS2",
  "method": "ωB97M-V with the def2-TZVPD basis set",
  "lumo_energy_ev": -1.2,
  "smiles": "[H]/N=C(\\C)Cc1c(P(N)O)c(CCCSC(=S)N2CCOCC2)c(F)c2ncc(Cl)nc12.COCCOCCOC",
  "gap_ev": 7.10,
  "fmax_ha_per_bohr": 0.0856,
  "charge": 0,
  "symbols": ["H", "N", "C", "C", "C", "C", "C", "P", "N", "O", "C", "C", "C", "C", "S", "C", "S", "N", "C", "C", "O", "C", "C", "C", "F", "C", "N", "C", "C", "Cl", "N", "C", "H", "H", "H", "H", "H", "H", "H", "H", "H", "H", "H", "H", "H", "H", "H", "H", "H", "H", "H", "H", "H", "H", "H", "C", "O", "C", "C", "O", "C", "C", "O", "C", "H", "H", "H", "H", "H", "H", "H", "H", "H", "H", "H", "H", "H", "H"],
  "positions_angstrom": [[4.21224, -2.30041, 5.28646], [4.51553, -2.17072, 4.31157], [3.81958, -1.26288, 3.74636], [2.70566, -0.53544, 4.62456], [3.93597, -0.79409, 2.27534], [3.76117, -1.85176, 1.14949], [4.29930, -1.46102, -0.16819], [5.13847, 0.22380, -0.42900], [6.80059, -0.13013, -0.92190], [4.37206, 1.06067, -1.69217], [4.19664, -2.34177, -1.39747], [4.69660, -1.97491, -2.82162], [3.49511, -1.70468, -3.82264], [2.43607, -0.66460, -3.28592], [0.71036, -1.06388, -3.89534], [0.09130, -2.50993, -2.95162], [0.50642, -4.01679, -3.49272], [-0.75355, -2.44126, -1.77966], [0.00342, -2.19143, -0.53781], [-1.06266, -2.12097, 0.63134], [-1.95128, -0.99410, 0.53200], [-1.99223, -0.44904, -0.78609], [-1.90159, -1.51980, -1.94434], [3.55506, -3.61564, -1.20701], [3.45314, -4.42762, -2.32628], [2.98688, -4.06954, 0.10359], [2.41843, -5.34360, 0.05739], [1.94399, -5.63774, 1.28454], [1.96372, -4.76867, 2.48896], [1.27267, -5.34762, 4.04256], [2.51333, -3.55117, 2.48942], [3.06902, -3.18036, 1.27313], [2.91409, 0.56945, 4.51801], [1.73292, -0.73096, 4.08237], [2.70078, -0.88630, 5.68198], [4.96670, -0.34594, 2.15924], [3.23282, 0.06122, 2.04879], [6.90114, 0.14514, -1.90666], [6.94957, -1.14619, -0.87524], [4.65410, 1.99062, -1.58322], [5.28338, -2.84277, -3.24292], [5.34221, -1.05979, -2.84402], [3.91093, -1.27654, -4.78360], [2.93266, -2.63342, -4.10931], [2.34475, -0.62257, -2.17168], [2.62185, 0.38933, -3.62893], [0.64721, -3.09508, -0.33421], [0.68582, -1.29767, -0.56972], [-1.69738, -3.05671, 0.68223], [-0.52002, -2.08844, 1.62386], [-1.19776, 0.32616, -0.97379], [-2.99610, 0.05777, -0.89971], [-2.85835, -2.12600, -1.89949], [-1.91829, -0.98858, -2.93828], [1.48587, -6.65640, 1.40778], [-5.16360, 1.71910, 1.55510], [-5.34850, 3.11867, 1.67256], [-4.14638, 3.84293, 1.88919], [-4.01875, 5.03654, 0.95115], [-3.87224, 4.72955, -0.43249], [-4.97911, 4.13450, -1.10611], [-6.22330, 5.00430, -1.23177], [-6.84378, 5.22986, 0.02409], [-7.22923, 6.57405, 0.24066], [-5.17070, 1.25908, 2.54719], [-5.98960, 1.31714, 0.96980], [-4.23121, 1.47488, 1.03380], [-3.26481, 3.20165, 1.78912], [-4.17872, 4.21477, 2.92083], [-3.10124, 5.56586, 1.22697], [-4.82461, 5.75391, 1.10295], [-5.21191, 3.16141, -0.67763], [-4.62035, 3.93520, -2.12050], [-6.95321, 4.47787, -1.86356], [-5.96225, 5.94213, -1.73160], [-6.50928, 7.28116, -0.18441], [-7.26267, 6.74305, 1.31901], [-8.22490, 6.75316, -0.17478]],
  "lowdin_charge": [0.048, 0.111, -0.417, -0.050, -0.147, -0.101, -0.215, 0.890, -0.194, -0.334, -0.134, -0.150, -0.225, -0.456, 0.806, -1.021, 0.719, -0.229, -0.153, -0.159, -0.156, -0.194, -0.163, -0.119, 0.012, -0.142, 0.147, -0.104, -0.619, 0.611, 0.112, -0.137, 0.080, 0.079, 0.072, 0.091, 0.121, 0.025, 0.033, 0.049, 0.130, 0.077, 0.119, 0.062, 0.049, 0.075, 0.109, 0.126, 0.136, 0.122, 0.126, 0.125, 0.132, 0.107, 0.118, -0.103, -0.200, -0.190, -0.177, -0.121, -0.176, -0.193, -0.201, -0.112, 0.089, 0.088, 0.075, 0.121, 0.126, 0.127, 0.107, 0.106, 0.127, 0.127, 0.121, 0.086, 0.088, 0.087]
}



No. 2
{
  "formula": "C38H50As3CdN2O18S5",
  "method": "ωB97M-V with the def2-TZVPD basis set",
  "de_lowest_kcal_mol": 0.0,
  "lumo_energy_ev": 1.3,
  "gap_ev": 7.37,
  "fmax_ha_per_bohr": 0.0110,
  "charge": -1,
  "symbols": ["Cd", "C", "C", "S", "C", "C", "S", "C", "C", "S", "H", "H", "H", "H", "H", "H", "H", "H", "H", "H", "H", "H", "O", "As", "O", "O", "C", "C", "C", "C", "C", "C", "S", "O", "O", "O", "H", "H", "H", "H", "H", "C", "C", "C", "C", "C", "C", "C", "S", "O", "O", "O", "H", "H", "H", "H", "H", "H", "H", "N", "C", "N", "C", "C", "O", "C", "C", "H", "H", "H", "H", "H", "H", "H", "H", "C", "O", "C", "O", "C", "C", "As", "C", "C", "C", "As", "C", "C", "O", "O", "C", "C", "O", "O", "C", "C", "O", "O", "C", "H", "H", "H", "H", "H", "H", "H", "H", "H", "H", "H", "H", "H", "H", "H", "H", "H", "H"],
  "positions_angstrom": [[-1.58027, 0.02862, -0.07409], [2.57656, 3.64974, -0.70106], [3.73791, 2.66096, -0.71336], [3.36997, 1.07350, 0.08467], [3.99034, -0.08909, -1.15423], [3.38850, 0.01486, -2.55382], [1.58323, 0.09420, -2.53064], [1.27261, 1.40788, -3.72555], [1.77851, 2.79789, -3.33441], [1.11777, 3.33622, -1.73694], [2.97256, 4.64348, -0.92293], [2.14886, 3.69157, 0.30410], [4.57747, 3.13614, -0.20074], [4.07717, 2.46816, -1.73028], [3.77208, -1.07082, -0.72941], [5.07872, -0.01145, -1.23677], [3.70423, -0.86349, -3.12228], [3.77826, 0.88717, -3.08073], [0.18443, 1.42411, -3.81473], [1.66772, 1.13426, -4.70742], [1.47141, 3.51202, -4.10154], [2.86788, 2.82669, -3.31123], [-5.54364, 0.17835, -0.38117], [-4.70553, 1.44573, 0.49484], [-5.56329, 2.83065, 0.47011], [-3.16483, 1.57512, -0.15855], [-4.86091, 0.76345, 2.33904], [-5.78751, 1.49991, 3.07377], [-6.22143, 1.07132, 4.32388], [-5.75763, -0.12394, 4.84646], [-4.82430, -0.86465, 4.13266], [-4.36820, -0.41107, 2.90595], [-3.03664, -1.30612, 2.13864], [-3.39609, -1.41416, 0.72089], [-2.85671, -2.54480, 2.84602], [-1.89172, -0.37451, 2.26567], [-5.00408, -0.62633, -0.34540], [-6.18561, 2.40218, 2.62574], [-6.94383, 1.66465, 4.87112], [-6.11412, -0.48353, 5.80396], [-4.43342, -1.79776, 4.51807], [3.93223, -4.50476, -4.31562], [2.71557, -3.98723, -3.59679], [2.80326, -3.52172, -2.28986], [1.67854, -3.06441, -1.61810], [0.44750, -3.08383, -2.25102], [0.33399, -3.55719, -3.54917], [1.46676, -3.99402, -4.21678], [-0.99833, -2.49122, -1.40639], [-0.51602, -2.11250, -0.06676], [-1.97191, -3.54293, -1.47354], [-1.41526, -1.22937, -2.06326], [4.84411, -4.04877, -3.92798], [3.87725, -4.30131, -5.38604], [4.02843, -5.58641, -4.19246], [3.76274, -3.50866, -1.78217], [1.76044, -2.67907, -0.61033], [-0.63501, -3.57470, -4.03215], [1.38079, -4.35290, -5.23669], [-0.24211, 1.81627, 0.69442], [-0.90446, 2.43627, 1.42051], [-1.70384, 3.12746, 2.19656], [-2.56179, 4.15653, 1.58563], [-1.89465, 5.50895, 1.74092], [-1.58660, 5.77973, 3.10282], [-0.70835, 4.80580, 3.64087], [-1.31335, 3.41420, 3.57893], [-3.51848, 4.13948, 2.11023], [-2.74972, 3.88784, 0.54862], [-2.55659, 6.30459, 1.40310], [-0.97310, 5.53966, 1.14146], [-0.50993, 5.09471, 4.67263], [0.24163, 4.81353, 3.08640], [-2.21976, 3.37020, 4.18684], [-0.61747, 2.65274, 3.92404], [-1.89161, -0.56452, 5.67626], [-0.88065, 0.37007, 5.25559], [0.13066, -0.02973, 4.46925], [0.82782, 0.80498, 3.94302], [0.29854, -1.48771, 4.27643], [0.66981, -2.31624, 5.26404], [2.16261, -1.79996, 6.42357], [1.89544, 0.13254, 6.69592], [3.28903, -1.81755, 4.71593], [2.89320, -1.79365, 3.43919], [1.08126, -1.78765, 2.48140], [0.94230, -3.72098, 2.20920], [3.91293, -1.85225, 2.35283], [3.69610, -2.35614, 1.27402], [5.08525, -1.28872, 2.67041], [6.12260, -1.40475, 1.69220], [4.71850, -2.12620, 5.07103], [5.12997, -3.25447, 5.06813], [5.52377, -1.13400, 5.49467], [5.12400, 0.22628, 5.31839], [0.57154, -3.79710, 5.13782], [-0.46464, -4.38005, 4.96547], [1.74260, -4.41360, 5.39229], [1.70657, -5.84218, 5.44101], [-2.75863, 0.04320, 5.92175], [-1.55878, -1.11878, 6.55330], [-2.13829, -1.26114, 4.87769], [0.86862, 0.29405, 7.02522], [2.09250, 0.74067, 5.81987], [2.55675, 0.41646, 7.51358], [1.57425, -4.29598, 2.87895], [1.26415, -3.88036, 1.18260], [-0.10617, -3.99794, 2.30636], [7.04037, -1.13085, 2.20384], [5.92894, -0.72251, 0.86591], [6.17959, -2.42441, 1.31826], [6.04219, 0.80777, 5.29471], [4.51832, 0.56032, 6.15812], [4.58205, 0.36745, 4.38488], [2.63006, -6.14588, 5.92433], [1.66440, -6.24471, 4.42900], [0.83627, -6.18200, 5.99751]],
  "lowdin_charge": [1.422, -0.549, -0.530, 0.850, -0.556, -0.511, 0.881, -0.539, -0.544, 0.833, 0.065, 0.051, 0.069, 0.049, 0.035, 0.073, 0.067, 0.059, 0.074, 0.077, 0.066, 0.053, -0.245, 0.839, -0.475, -0.571, -0.213, -0.094, -0.080, -0.084, -0.084, -0.264, 0.439, -0.405, -0.292, -0.421, 0.014, 0.088, 0.099, 0.101, 0.109, -0.058, -0.279, -0.048, -0.090, -0.292, -0.047, -0.039, 0.423, -0.480, -0.284, -0.433, 0.072, 0.073, 0.080, 0.115, 0.080, 0.121, 0.110, 0.112, -0.303, -0.055, -0.112, -0.176, -0.131, -0.186, -0.098, 0.128, 0.114, 0.128, 0.126, 0.125, 0.127, 0.136, 0.104, -0.029, -0.041, -0.618, 0.050, -0.313, -0.329, 1.352, -0.308, -0.251, -0.217, 1.405, -0.248, -0.527, 0.059, -0.060, -0.010, -0.572, 0.125, -0.030, -0.047, -0.588, 0.128, -0.125, -0.031, 0.093, 0.093, 0.065, 0.026, 0.019, 0.014, 0.025, 0.010, 0.045, 0.098, 0.072, 0.101, 0.095, 0.071, 0.092, 0.094, 0.095, 0.092]
}



No. 3
{
  "formula": "CH4BrN2",
  "method": "ωB97M-V with the def2-TZVPD basis set",
  "de_lowest_kcal_mol": 29.2,
  "lumo_energy_ev": -4.6,
  "smiles": "[NH2+]=CNBr",
  "gap_ev": 10.69,
  "fmax_ha_per_bohr": 0.0756,
  "charge": 1,
  "symbols": ["N", "C", "N", "Br", "H", "H", "H", "H"],
  "positions_angstrom": [[-0.73806, -0.97170, 0.01635], [-0.42237, 0.28231, -0.02460], [0.74162, 0.82279, -0.02889], [2.37870, -0.01881, -0.00890], [-1.58596, -1.32275, -0.24993], [-0.12121, -1.66070, 0.39868], [-1.20881, 0.97961, -0.09139], [0.95609, 1.88924, -0.01133]],
  "nbo_charge": [-0.697, 0.381, -0.611, 0.345, 0.434, 0.430, 0.235, 0.482]
}